C31H58Cl3N14O2SV | wB97M-V/def2-TZVPD

Multiplicity = 4
Energy above the lowest of the compared OMol25 structures with the same formula, charge and spin = 41.5 kcal/mol
LUMO (alpha / beta) = -2.8 / -2.9 eV
Expectation value of S² = 3.765
Kohn-Sham gap (alpha / beta) = 0.257 / 0.278 Eh
Charge = +1
HOMO (alpha / beta) = -9.75 / -10.51 eV

CARTESIAN COORDINATES (ANGSTROEM)
1 V 0.133291 -0.586114 0.064704
2 C 2.414054 -5.214101 -1.969646
3 N 1.485247 -4.108773 -2.159647
4 C 0.578008 -4.193084 -3.288186
5 C 1.558078 -3.008542 -1.345884
6 N 0.527722 -2.446744 -0.802827
7 C -0.738160 -3.223919 -0.841070
8 C -1.708328 -2.750932 0.229026
9 N -1.950606 -1.265333 0.213392
10 C -2.716569 -0.890065 1.426534
11 C -2.385275 0.506836 1.989820
12 N -1.178641 1.106009 1.408800
13 C -0.674909 2.092804 2.051279
14 N 0.385083 2.789922 1.507553
15 C 1.035332 3.861972 2.251385
16 C 0.618880 2.800611 0.061695
17 N -1.155907 2.525872 3.304141
18 C -2.199423 3.530545 3.307212
19 C -0.348352 2.410620 4.501343
20 C -2.760430 -0.966918 -1.024996
21 C -3.294219 0.427852 -1.211770
22 N -2.267481 1.344226 -1.661663
23 C -2.621121 2.392217 -2.285230
24 N -1.598826 3.132018 -2.907958
25 C -0.985792 2.555051 -4.097107
26 C -1.714408 4.578968 -2.930640
27 N -3.916983 2.897319 -2.376503
28 C -4.486022 3.162592 -3.686011
29 C -4.796567 2.916933 -1.224601
30 N 2.810860 -2.447724 -1.149773
31 C 3.817707 -2.576374 -2.187910
32 C 3.356995 -2.403068 0.206445
33 H 1.856992 -6.138674 -1.807498
34 H 3.064742 -5.350845 -2.837835
35 H 3.019153 -5.042941 -1.081654
36 H 1.149006 -4.462484 -4.180813
37 H -0.203242 -4.945851 -3.146408
38 H 0.116490 -3.225113 -3.471094
39 H -1.207219 -3.170245 -1.825581
40 H -0.519578 -4.272105 -0.631404
41 H -2.650862 -3.294025 0.107963
42 H -1.255662 -3.020998 1.185054
43 H -3.782806 -0.970851 1.213055
44 H -2.507793 -1.639073 2.184976
45 H -3.239409 1.170500 1.837353
46 H -2.276538 0.417685 3.071591
47 H 1.662939 3.489225 3.060835
48 H 1.674175 4.400580 1.555062
49 H 0.323566 4.572970 2.671124
50 H 0.024206 2.043395 -0.439718
51 H 0.314419 3.767565 -0.349265
52 H 1.679477 2.659844 -0.163743
53 H -2.629438 3.625600 2.308992
54 H -3.004006 3.259004 3.995156
55 H -1.824651 4.518779 3.606710
56 H 0.449295 1.686311 4.345162
57 H 0.101535 3.363614 4.807188
58 H -0.958928 2.052936 5.334649
59 H -2.168445 -1.252660 -1.893118
60 H -3.628800 -1.631202 -0.992771
61 H -4.108853 0.356208 -1.939000
62 H -3.761973 0.755020 -0.284854
63 H -1.086781 1.467103 -4.074343
64 H -1.449489 2.940157 -5.014238
65 H 0.079727 2.794299 -4.140142
66 H -2.189053 4.940801 -2.020074
67 H -0.712251 5.010971 -2.984022
68 H -2.280490 4.962221 -3.789812
69 H -4.664006 2.250527 -4.260608
70 H -5.441593 3.669470 -3.555796
71 H -3.842582 3.813125 -4.279757
72 H -4.201092 2.844554 -0.313064
73 H -5.331981 3.867885 -1.195589
74 H -5.537494 2.109477 -1.211997
75 H 3.355549 -2.628688 -3.172009
76 H 4.458392 -1.689648 -2.159857
77 H 4.464237 -3.447849 -2.048622
78 H 3.968659 -3.287137 0.412608
79 H 4.005205 -1.524706 0.310407
80 H 2.560513 -2.373853 0.942517
81 C 3.885723 1.360470 0.946119
82 C 2.608574 0.601820 0.860006
83 N 1.951131 0.317369 -0.209177
84 N 2.491844 0.717959 -1.412124
85 C 1.861484 0.438986 -2.590881
86 N 2.630591 0.740419 -3.654964
87 S 0.323891 -0.190613 -2.728816
88 C 2.016358 0.069953 2.122045
89 C 2.632096 0.240458 3.345780
90 C 2.085477 -0.357631 4.467061
91 C 0.930334 -1.102585 4.330326
92 C 0.361905 -1.214331 3.080278
93 N 0.878194 -0.630866 1.983041
94 H 4.221606 1.814058 0.018689
95 H 3.772132 2.176174 1.664167
96 H 4.683477 0.709147 1.311409
97 H 3.447526 1.024225 -1.418891
98 H 3.479043 1.273605 -3.572251
99 H 2.203323 0.677722 -4.563139
100 H 3.553873 0.800232 3.417863
101 H 2.570593 -0.260007 5.430209
102 H 0.480817 -1.616928 5.170181
103 H -0.516444 -1.824033 2.932036
104 Cl 2.647936 -6.117647 4.031274
105 C 1.396504 -5.412004 3.022539
106 Cl -0.140052 -5.357504 3.950262
107 Cl 1.170107 -6.454459 1.575614
108 C 1.710386 -3.945415 2.582782
109 O 2.677186 -3.383805 3.107406
110 O 0.897922 -3.486315 1.743529

Forces on the atoms, in the same order (eV/Å):
V -1.5 0.6 -0.9
C -0.1 0.1 -0.1
N 0.1 0.0 0.0
C 0.0 -0.1 0.1
C 0.1 0.2 0.0
N -0.8 -0.7 -0.1
C 0.4 0.3 0.2
C 0.3 0.2 0.1
N -0.3 -0.6 -0.6
C 0.4 0.1 -0.2
C 0.2 -0.1 -0.1
N -0.3 -0.5 -0.3
C 0.6 0.5 -0.1
N 0.0 -0.1 -0.1
C -0.1 0.0 -0.2
C -0.1 0.4 0.2
N 0.0 -0.1 0.0
C 0.0 0.1 0.0
C 0.0 0.0 0.0
C 0.2 -0.5 0.4
C 0.2 0.2 -0.1
N -0.1 -0.4 0.6
C 0.0 0.4 -0.1
N -0.3 0.2 -0.4
C -0.1 -0.1 0.1
C 0.1 0.0 -0.1
N 0.3 0.0 0.2
C 0.0 0.2 0.0
C 0.0 0.0 0.0
N 0.1 -0.3 0.2
C 0.0 0.0 0.1
C 0.1 0.2 -0.2
H 0.0 0.0 0.0
H 0.0 0.0 0.0
H 0.0 0.0 0.0
H 0.0 0.0 0.0
H 0.0 0.0 0.0
H 0.0 0.0 0.0
H 0.0 0.0 0.0
H 0.0 -0.1 0.0
H -0.1 0.0 0.1
H -0.1 0.1 0.0
H -0.1 0.0 0.0
H 0.1 -0.1 0.0
H 0.0 0.1 -0.1
H 0.0 0.0 0.1
H 0.0 -0.1 0.0
H 0.0 0.1 0.0
H 0.0 0.0 0.0
H -0.1 0.0 0.0
H 0.0 0.1 0.0
H -0.3 0.2 0.0
H 0.0 0.0 0.0
H 0.0 0.0 0.0
H 0.0 0.0 0.0
H 0.0 0.0 0.0
H 0.0 0.0 0.0
H 0.0 0.0 0.0
H 0.0 0.1 0.0
H -0.1 -0.2 0.0
H -0.1 0.0 -0.1
H 0.0 0.1 0.2
H 0.0 0.4 0.0
H 0.0 0.1 0.0
H 0.0 0.0 0.0
H 0.0 -0.1 0.0
H 0.0 0.0 0.0
H 0.0 0.0 0.0
H 0.0 -0.1 0.0
H 0.0 0.0 0.0
H 0.0 0.0 0.0
H 0.0 0.0 -0.1
H 0.0 0.0 0.0
H 0.0 0.0 0.0
H 0.0 0.0 0.0
H 0.0 0.0 0.0
H 0.0 0.0 0.0
H 0.0 0.0 0.0
H 0.0 -0.1 0.0
H 0.0 0.0 -0.1
C 0.2 0.1 0.1
C -0.3 -0.3 0.6
N 1.2 0.2 -0.3
N -0.7 -0.3 0.3
C 0.0 -0.2 0.1
N -0.2 0.0 -0.4
S 0.6 0.3 0.5
C 0.0 0.1 -0.5
C 0.3 0.0 0.2
C 0.1 0.0 0.1
C 0.0 0.0 0.1
C 0.1 0.1 -0.6
N 0.4 -0.3 1.1
H 0.0 0.0 0.0
H 0.0 0.0 0.0
H 0.0 0.0 0.0
H 0.2 -0.1 0.0
H 0.0 0.0 0.0
H 0.0 0.0 0.0
H 0.0 0.0 0.1
H 0.0 0.0 0.0
H 0.0 0.0 -0.1
H 0.0 0.1 0.0
Cl 0.0 0.0 0.0
C -0.2 -0.4 0.0
Cl 0.1 0.0 -0.1
Cl 0.0 0.2 0.2
C 0.0 0.6 -0.2
O -0.2 -0.2 0.0
O 0.1 -0.4 0.3

C18H19ClN2O4S | wB97M-V/def2-TZVPD

Energy above the lowest of the compared OMol25 structures with the same formula, charge and spin = 30.5 kcal/mol
LUMO = 0.2 eV
SMILES string = O=C(NC[C@H]1CCCO1)c1ccc(Cl)c(S(=O)(=O)Nc2ccccc2)c1
Kohn-Sham gap = 0.329 Eh
Charge = 0
HOMO = -8.80 eV

CARTESIAN COORDINATES (ANGSTROEM)
1 O 3.284957 -1.554907 -0.707906
2 C 2.812638 -1.187790 0.347789
3 N 3.565952 -0.729397 1.381557
4 C 4.943930 -0.364602 1.162172
5 C 5.073067 1.150337 0.873666
6 C 6.421379 1.481915 0.225610
7 C 6.136353 1.256196 -1.264476
8 C 4.599959 1.328593 -1.363436
9 O 4.104304 1.578042 -0.054341
10 C 1.342483 -1.244660 0.622166
11 C 0.811372 -1.507353 1.883065
12 C -0.556707 -1.554739 2.072727
13 C -1.417976 -1.324660 1.003877
14 Cl -3.111377 -1.361333 1.257141
15 C -0.893808 -1.078583 -0.256025
16 S -1.919172 -0.715873 -1.698369
17 O -3.134358 -1.460388 -1.667092
18 O -1.081267 -0.796165 -2.851338
19 N -2.247375 0.913669 -1.503722
20 C -3.116416 1.412424 -0.525641
21 C -4.422830 0.938214 -0.461671
22 C -5.285206 1.432482 0.498940
23 C -4.863714 2.407434 1.388797
24 C -3.568136 2.888894 1.315544
25 C -2.692677 2.391881 0.366840
26 C 0.473232 -1.048567 -0.445195
27 H 3.095412 -0.255438 2.137024
28 H 5.282292 -0.938997 0.298060
29 H 5.541728 -0.627806 2.038119
30 H 4.888634 1.711528 1.796585
31 H 6.670916 2.525683 0.415415
32 H 7.223886 0.852943 0.603826
33 H 6.491074 0.278872 -1.587312
34 H 6.613572 2.013368 -1.882728
35 H 4.253289 2.149553 -1.994686
36 H 4.183227 0.388237 -1.741948
37 H 1.465049 -1.707225 2.719172
38 H -0.972600 -1.768279 3.044194
39 H -1.403243 1.449999 -1.637679
40 H -4.735894 0.175769 -1.155821
41 H -6.296271 1.057073 0.548808
42 H -5.543050 2.792429 2.134045
43 H -3.232457 3.651065 2.003171
44 H -1.679021 2.764343 0.308765
45 H 0.859106 -0.880187 -1.438989

Forces on the atoms, in the same order (eV/Å):
O 0.0 0.0 -0.3
C -0.1 0.0 0.3
N 0.1 0.0 0.3
C 0.0 0.3 -0.2
C 0.3 -0.2 0.3
C -0.3 0.1 0.1
C -0.1 0.0 0.0
C 0.0 -0.1 -0.5
O -0.1 0.1 0.2
C -0.3 0.0 -0.1
C 0.1 0.1 -0.2
C -0.2 0.1 -0.2
C 0.2 -0.1 0.2
Cl -0.2 -0.2 0.6
C -0.4 0.0 -0.5
S 0.2 0.3 0.0
O 0.0 0.1 0.2
O 0.3 0.2 0.1
N 0.4 -0.8 -0.6
C -0.6 0.2 0.5
C -0.1 0.2 -0.1
C 0.0 0.0 -0.1
C 0.0 0.0 0.1
C 0.0 0.1 0.1
C 0.1 -0.2 -0.2
C 0.3 -0.1 0.0
H -0.1 0.0 -0.1
H 0.1 0.0 0.1
H 0.1 0.0 -0.1
H 0.0 0.0 -0.1
H 0.0 0.0 0.0
H 0.1 0.0 0.0
H 0.0 0.0 0.0
H 0.0 0.0 0.0
H 0.0 -0.1 0.0
H 0.1 0.2 0.0
H 0.1 0.0 0.1
H -0.1 0.0 0.1
H 0.1 0.0 -0.1
H -0.1 0.0 0.0
H -0.1 0.0 0.0
H -0.1 0.0 0.1
H 0.0 0.1 0.0
H 0.1 0.0 0.0
H 0.1 0.0 -0.1